Entry from OMol25: C20H24ClNOP2Tl as an isolated structure (the ωB97M-V functional and the def2-TZVPD basis).

Last column: Mulliken charge in e.
Element x y z (Å)
C (3.562, -0.510, 1.440)  -1.19
C (2.518, -0.463, 0.399)  0.54
C (1.461, -1.381, 0.490)  0.29
C (1.353, -2.360, 1.547)  0.31
C (2.300, -2.251, 2.569)  -0.60
C (3.329, -1.407, 2.536)  -0.69
C (0.373, -3.360, 1.248)  -0.85
C (-0.806, -2.915, 0.690)  0.35
C (-0.683, -1.953, -0.340)  0.54
C (-1.728, -1.577, -1.224)  0.10
C (-3.008, -2.104, -0.909)  -0.77
C (-3.192, -3.032, 0.091)  -0.98
C (-2.147, -3.446, 0.932)  -0.81
H (4.364, 0.110, 1.305)  0.59
H (2.143, -2.921, 3.458)  0.37
H (4.080, -1.325, 3.305)  0.41
H (0.400, -4.327, 1.900)  0.38
H (-3.825, -1.679, -1.492)  0.38
H (-4.159, -3.350, 0.290)  0.46
H (-2.285, -4.182, 1.685)  0.65
N (0.523, -1.363, -0.469)  -0.23
Tl (-1.181, -2.026, 4.230)  0.72
C (2.579, 0.543, -0.772)  -1.09
H (2.568, -0.060, -1.726)  0.35
H (3.477, 1.126, -0.726)  0.62
C (-1.493, -0.472, -2.271)  -1.04
H (-0.659, -0.809, -2.954)  0.36
H (-2.369, -0.341, -2.867)  0.66
P (1.126, 1.624, -0.840)  1.13
P (-0.992, 1.103, -1.579)  1.23
C (-2.173, 1.534, -0.284)  -0.91
H (-2.162, 2.617, -0.090)  0.35
H (-3.176, 1.205, -0.598)  0.47
H (-1.906, 1.004, 0.644)  -0.14
C (-1.326, 2.259, -2.927)  -1.24
H (-2.300, 1.980, -3.365)  0.47
H (-1.370, 3.294, -2.563)  0.33
H (-0.548, 2.165, -3.699)  0.42
C (0.970, 2.225, 0.857)  -1.08
H (1.988, 2.427, 1.232)  0.48
H (0.362, 3.143, 0.882)  0.30
H (0.490, 1.453, 1.480)  0.11
C (1.726, 3.022, -1.826)  -1.14
H (1.103, 3.909, -1.658)  0.29
H (2.763, 3.228, -1.516)  0.47
H (1.719, 2.750, -2.890)  0.40
C (-0.844, 4.587, -0.445)  0.18
O (-1.243, 5.655, -0.360)  -0.25
H (-0.293, -3.549, 4.345)  -0.16
Cl (-1.408, 0.202, 2.835)  -0.51

As for the highest occupied orbital energy (spin up / spin down): -7.93 / -9.79 eV. Its net charge is +1. Its gap between HOMO and LUMO (spin up / spin down) is 4.10 / 6.34 eV.

***

Entry from OMol25: a 3-piece molecular cluster, C16H19N4O2S2 overall (the ωB97M-V functional and the def2-TZVPD basis).

Last column: Mulliken charge in e.
Element x y z (Å)
O (2.441, -4.349, 0.655)  -0.71
C (2.007, -4.173, -0.535)  0.39
O (1.111, -5.045, -1.161)  -0.74
C (2.405, -2.878, -1.436)  -0.53
C (1.002, -2.128, -1.750)  -0.30
C (1.023, -0.570, -1.254)  -0.44
S (-0.400, -0.348, -0.081)  -0.12
C (-2.021, -0.677, -0.902)  -0.23
S (-2.962, 0.658, -1.351)  -0.17
N (-2.605, -2.003, -1.178)  0.36
C (-2.462, -2.704, -2.438)  -0.07
C (-3.294, -4.021, -2.249)  -0.31
N (-3.824, -3.950, -0.908)  -0.62
C (-3.440, -2.739, -0.218)  -0.05
H (3.139, -2.189, -0.891)  0.31
H (2.806, -3.236, -2.459)  0.23
H (0.165, -2.670, -1.172)  0.18
H (0.741, -2.125, -2.864)  0.21
H (2.022, -0.336, -0.721)  0.36
H (0.996, 0.148, -2.159)  0.32
H (-1.896, -2.394, -3.378)  0.30
H (-3.467, -4.853, -3.022)  0.30
H (-3.733, -2.416, 0.841)  0.30
N (1.099, 1.010, 2.800)  0.15
C (2.167, 1.865, 2.854)  -0.41
C (2.807, 1.668, 4.053)  -0.50
C (2.102, 0.653, 4.746)  -0.48
C (1.055, 0.264, 3.947)  -0.41
H (0.447, 0.940, 2.034)  0.16
H (2.378, 2.538, 2.037)  0.38
H (3.687, 2.196, 4.393)  0.38
H (2.336, 0.251, 5.721)  0.37
H (0.284, -0.476, 4.095)  0.36
N (-1.241, 3.382, -0.350)  0.26
C (-0.003, 3.611, -0.886)  -0.30
C (0.145, 4.968, -1.051)  -0.61
C (-1.047, 5.580, -0.591)  -0.40
C (-1.882, 4.576, -0.162)  -0.55
H (-1.621, 2.474, -0.128)  0.11
H (0.664, 2.791, -1.105)  0.34
H (1.015, 5.464, -1.456)  0.39
H (-1.269, 6.637, -0.575)  0.38
H (-2.876, 4.610, 0.259)  0.37

As for the highest occupied orbital energy: -4.27 eV. Its net charge is -1. Its gap between HOMO and LUMO is 4.60 eV.

***

Entry from OMol25: an isolated molecule of C3HN3O (the ωB97M-V functional and the def2-TZVPD basis).

Last column: Mulliken charge in e.
Element x y z (Å)
C (2.165, 1.164, 1.470)  0.43
C (1.228, 0.697, 0.901)  -0.32
C (0.157, 0.087, 0.204)  0.02
H (2.966, 1.556, 2.075)  0.40
N (0.352, -0.809, -0.792)  -0.20
N (-0.764, -1.086, -1.307)  -0.09
N (-1.118, 0.393, 0.326)  -0.25
O (-1.693, -0.342, -0.639)  0.00

As for the highest occupied orbital energy: -10.82 eV. The SMILES is C#Cc1nnon1. Its net charge is 0. Its gap between HOMO and LUMO is 2.54 eV.

***

Entry from OMol25: a 2-piece molecular cluster, C5H10 overall (the ωB97M-V functional and the def2-TZVPD basis).

Last column: Mulliken charge in e.
Element x y z (Å)
C (2.752, 0.583, -0.160)  -0.38
C (2.470, 1.456, 0.811)  -0.49
H (3.803, 0.329, -0.169)  0.23
H (1.949, 0.115, -0.706)  0.21
H (3.208, 1.719, 1.558)  0.23
H (1.456, 1.768, 1.039)  0.22
C (-1.346, -1.704, -0.509)  -0.99
C (-1.359, -0.242, -0.243)  0.32
C (-2.450, 0.447, 0.109)  -0.76
H (-2.376, -2.073, -0.399)  0.31
H (-1.190, -1.856, -1.582)  0.26
H (-0.715, -2.349, 0.097)  0.29
H (-0.434, 0.328, -0.274)  0.03
H (-2.409, 1.523, 0.004)  0.25
H (-3.357, -0.045, 0.425)  0.28

As for the highest occupied orbital energy: -9.54 eV. The SMILES is C=CC.C=C. Its net charge is 0. Its gap between HOMO and LUMO is 10.71 eV.

***

Entry from OMol25: CH4MgNO4PS as an isolated structure (the ωB97M-V functional and the def2-TZVPD basis).

Last column: Mulliken charge in e.
Element x y z (Å)
N (-1.687, -0.562, -2.142)  -0.37
C (-0.237, -0.303, -1.794)  0.38
O (0.374, 0.698, -2.484)  -0.41
O (0.573, -1.027, -0.803)  -0.17
P (0.660, -0.187, 0.723)  0.92
O (1.688, -1.030, 1.900)  -0.43
O (-1.010, -0.122, 1.328)  -0.40
S (1.442, 1.621, 0.578)  -0.27
H (-2.244, 0.322, -2.093)  0.31
H (-2.110, -1.337, -1.587)  0.30
H (1.397, -1.986, 1.820)  0.37
H (-1.118, 0.794, 1.721)  0.36
Mg (2.272, 3.119, 2.834)  1.42

As for the highest occupied orbital energy: -16.71 eV. Its net charge is +2. Its gap between HOMO and LUMO is 4.34 eV.

***

| no. | DFT total energy (eV) |
| --- | --- |
| 1 | -60450.7291 |
| 2 | -48622.0000 |
| 3 | -9640.0479 |
| 4 | -5345.0333 |
| 5 | -36331.0751 |